17
Properties=species:S:1:pos:R:3 method="wB97M-V/def2-TZVPD" e_tot_ev=-20712.1620 smiles="C/N=C(/C)S(C)(=O)=O" relative_energy_ev=2.8709 charge=0 homo_energy_ev=-9.50 gap_ha=0.3740 lumo_ev=0.7
C -0.3083 0.6396 -0.5493
C 0.0392 0.3184 -1.9335
C -0.6462 2.1916 1.1763
C -0.1594 -1.0656 1.9440
N -0.2645 1.8034 -0.1117
O -2.3125 -0.8565 0.3518
O -0.2456 -2.0435 -0.3344
S -0.8681 -0.9324 0.3265
H 0.9427 -0.3155 -2.1244
H 0.2309 1.3066 -2.2644
H -0.9180 -0.0698 -2.4472
H -0.7734 3.2583 1.1217
H 0.2695 2.1081 1.8612
H -1.6183 1.7952 1.4556
H -0.5165 -1.9951 2.3647
H 0.8595 -1.1650 1.5904
H -0.3744 -0.3152 2.6468